(1)
19
Properties=species:S:1:pos:R:3 method="wB97M-V/def2-TZVPD" smiles="O=Cn1ccnc1.C=NC" gap_ev=8.93 multiplicity=1 lumo_energy_ev=0.408 e_above_lowest_kcal_mol=130.7
C -3.824 0.846 0.153
C -2.981 0.510 1.206
C -2.053 0.004 -0.595
C 1.073 -1.576 -0.547
C 2.401 0.589 -0.676
C -0.521 -0.195 1.343
N -3.199 0.496 -0.985
N -1.796 0.004 0.659
N 1.634 -0.407 -0.352
O 0.386 0.544 0.995
H -4.837 1.112 0.043
H -3.061 0.712 2.223
H -1.379 -0.290 -1.436
H 0.987 -2.392 -1.264
H 2.880 0.776 0.435
H 1.809 1.519 -0.813
H 3.273 0.615 -1.423
H 0.357 -1.789 0.116
H -0.682 -0.832 2.231

(2)
20
Properties=species:S:1:pos:R:3 method="wB97M-V/def2-TZVPD" smiles="N[C@@H](Cc1c[nH]cn1)C(=O)O" gap_ev=9.69 multiplicity=1 lumo_energy_ev=0.772 e_above_lowest_kcal_mol=25.9
C 1.292 1.024 -0.285
C 0.691 1.571 1.003
C 0.396 0.309 -1.326
C -0.525 -0.650 -0.689
C -0.864 -1.898 -0.945
C -2.133 -1.191 0.622
H 3.098 0.703 0.629
H 1.941 -0.397 0.979
H 1.764 1.830 -0.832
H 1.066 -0.117 -2.034
H -0.220 1.163 -1.640
H -0.556 -2.646 -1.684
H -2.849 -1.154 1.386
H -2.325 -3.101 0.249
H -0.580 3.040 1.421
N 2.369 0.087 0.173
N -1.410 -0.129 0.254
N -1.841 -2.271 -0.078
O 0.844 1.228 2.128
O -0.155 2.597 0.670